1.
{"formula": "C3H9NO3PS", "method": "wB97M-V/def2-TZVPD", "charge": -1, "energy_ha": -1139.8270, "max_force_ev_per_a": 3.73, "species": ["C", "C", "C", "N", "O", "O", "O", "P", "S", "H", "H", "H", "H", "H", "H", "H", "H", "H"], "positions_angstrom": [[-1.577, 1.247, 0.054], [-0.404, 1.209, -0.953], [0.431, 0.077, -0.398], [1.628, -0.118, -1.051], [0.047, -2.392, -1.210], [-1.335, -1.679, 0.942], [1.139, -2.017, 1.020], [-0.125, -1.688, 0.091], [0.907, 0.788, 2.140], [-2.079, 0.315, 0.212], [-1.301, 1.453, 0.995], [-2.285, 1.888, -0.374], [0.298, 2.034, -1.082], [-0.872, 1.122, -1.991], [1.902, 0.473, -1.814], [1.231, -1.401, 1.751], [1.927, -1.070, -1.224], [0.468, -0.240, 2.894]], "lowdin_charge": [-0.15, -0.22, -0.38, 0.07, -0.35, -0.35, -0.23, 0.21, 0.27, 0.05, -0.04, 0.05, 0.10, 0.14, 0.09, -0.07, 0.09, -0.28]}

---

2.
{"formula": "C3H9NO4S", "method": "wB97M-V/def2-TZVPD", "charge": 0, "energy_ha": -873.5714, "max_force_ev_per_a": 3.55, "species": ["C", "C", "C", "N", "O", "O", "O", "O", "S", "H", "H", "H", "H", "H", "H", "H", "H", "H"], "positions_angstrom": [[1.123, -1.638, 0.809], [1.001, -0.153, 1.179], [0.304, 0.583, 0.076], [-3.575, 0.386, 0.823], [-2.228, -1.454, 0.099], [-2.593, 0.301, -1.573], [0.130, 0.164, -1.037], [0.068, 1.902, 0.448], [-2.149, -0.026, 0.017], [1.919, -1.990, 1.524], [1.477, -1.693, -0.253], [0.129, -2.136, 0.709], [0.557, 0.070, 2.198], [2.013, 0.124, 1.126], [-3.688, 1.345, 1.154], [-4.501, -0.045, 0.530], [-1.909, -0.020, -2.253], [-0.269, 2.368, -0.372]], "lowdin_charge": [-0.09, -0.17, -0.63, -0.17, -0.41, -0.31, 0.02, 0.04, 0.83, 0.09, 0.09, 0.07, 0.15, 0.10, 0.05, 0.10, 0.10, 0.14]}

---

3.
{"formula": "C3H9NOS", "method": "wB97M-V/def2-TZVPD", "charge": 0, "energy_ha": -647.8683, "max_force_ev_per_a": 0.69, "smiles": "N[C@@H](CO)CS", "species": ["N", "C", "C", "O", "C", "S", "H", "H", "H", "H", "H", "H", "H", "H", "H"], "positions_angstrom": [[-0.063, 1.097, -0.979], [-0.369, 0.192, 0.112], [-1.791, -0.381, 0.039], [-2.727, 0.675, 0.149], [0.641, -0.929, 0.209], [2.342, -0.328, 0.376], [0.098, 0.662, -1.872], [-0.694, 1.884, -0.999], [-0.312, 0.788, 1.026], [-1.901, -0.931, -0.904], [-1.919, -1.091, 0.859], [-3.419, 0.549, -0.500], [0.425, -1.542, 1.076], [0.626, -1.572, -0.673], [2.548, -0.795, 1.599]], "lowdin_charge": [0.04, -0.49, -0.25, -0.06, -0.54, 0.71, 0.07, 0.07, 0.14, 0.13, 0.11, 0.08, 0.07, 0.07, -0.17]}

---

4.
{"formula": "C3H9NOS", "method": "wB97M-V/def2-TZVPD", "charge": 0, "energy_ha": -647.7812, "max_force_ev_per_a": 2.69, "smiles": "CC(C)[S@H](=N)=O", "species": ["C", "C", "C", "S", "N", "O", "H", "H", "H", "H", "H", "H", "H", "H", "H"], "positions_angstrom": [[0.915, -1.256, -0.344], [0.105, 0.071, -0.267], [0.372, 1.063, 0.896], [-1.615, -0.222, -0.157], [-2.320, 1.090, -0.512], [-1.889, -1.017, 1.035], [1.898, -0.980, -0.780], [0.879, -1.723, 0.620], [0.312, -1.964, -0.954], [0.165, 0.644, -1.325], [-0.630, 1.011, 1.501], [0.573, 2.056, 0.400], [1.273, 0.745, 1.492], [-1.792, -0.975, -1.344], [-2.721, 1.516, 0.336]], "lowdin_charge": [-0.09, -0.57, -0.11, 0.64, -0.27, -0.38, 0.09, 0.07, 0.07, 0.16, 0.09, 0.09, 0.09, 0.09, 0.02]}

---

5.
{"formula": "C3H9NOS", "method": "wB97M-V/def2-TZVPD", "charge": 0, "energy_ha": -647.6770, "max_force_ev_per_a": 6.12, "smiles": "C=[S@](C)(=O)NC", "species": ["C", "S", "C", "O", "N", "C", "H", "H", "H", "H", "H", "H", "H", "H", "H"], "positions_angstrom": [[0.492, 0.719, 1.783], [-0.426, -0.554, 1.045], [-1.756, 0.368, 0.260], [-0.900, -2.243, 1.474], [0.367, -1.132, -0.293], [1.488, -0.368, -0.893], [1.300, 0.477, 2.485], [-0.151, 1.476, 2.282], [-2.709, -0.009, 0.432], [-1.714, 1.324, 0.732], [-1.520, 0.513, -0.844], [0.412, -2.091, -0.151], [1.292, -0.162, -1.938], [1.402, 0.647, -0.491], [2.415, -1.010, -0.989]], "lowdin_charge": [-0.25, 0.90, -0.17, -0.52, -0.28, -0.13, 0.01, 0.01, 0.04, 0.03, 0.10, 0.04, 0.05, 0.06, 0.10]}

---

6.
{"formula": "C3H9NOS", "method": "wB97M-V/def2-TZVPD", "charge": 0, "energy_ha": -647.8445, "max_force_ev_per_a": 3.05, "smiles": "OCNCCS", "species": ["O", "C", "N", "C", "C", "S", "H", "H", "H", "H", "H", "H", "H", "H", "H"], "positions_angstrom": [[2.364, 1.096, -0.301], [1.338, 0.761, -1.320], [0.426, -0.210, -0.761], [-0.115, 0.044, 0.583], [-0.958, -1.099, 1.065], [-2.395, -1.231, -0.091], [1.893, 1.797, 0.168], [1.962, 0.241, -2.040], [0.902, 1.746, -1.539], [-0.358, -0.292, -1.397], [-0.708, 0.979, 0.637], [0.770, 0.270, 1.191], [-1.280, -0.946, 2.089], [-0.421, -2.030, 0.915], [-3.421, -1.125, 0.801]], "lowdin_charge": [-0.10, -0.24, -0.08, -0.35, -0.51, 0.68, 0.06, 0.12, 0.12, 0.07, 0.11, 0.11, 0.08, 0.06, -0.14]}

---

7.
{"formula": "C3H9NOS", "method": "wB97M-V/def2-TZVPD", "charge": 0, "energy_ha": -647.8603, "max_force_ev_per_a": 1.73, "smiles": "N[C@@H](CO)CS", "species": ["N", "C", "C", "O", "C", "S", "H", "H", "H", "H", "H", "H", "H", "H", "H"], "positions_angstrom": [[-1.764, 0.368, -0.021], [-0.532, -0.415, -0.132], [0.323, 0.259, -1.197], [0.528, 1.614, -0.707], [0.195, -0.498, 1.217], [1.957, -0.992, 1.346], [-1.562, 1.154, 0.592], [-2.466, -0.198, 0.460], [-0.709, -1.437, -0.443], [1.319, -0.160, -1.191], [-0.181, 0.295, -2.164], [0.949, 2.095, -1.426], [0.148, 0.464, 1.730], [-0.337, -1.201, 1.861], [2.133, -1.348, 0.075]], "lowdin_charge": [0.04, -0.45, -0.22, -0.08, -0.52, 0.71, 0.07, 0.08, 0.14, 0.07, 0.12, 0.08, 0.06, 0.06, -0.17]}

---

8.
{"formula": "C3H9NOS2", "method": "wB97M-V/def2-TZVPD", "charge": 0, "energy_ha": -1046.0168, "max_force_ev_per_a": 4.44, "smiles": "N[C@H](CO)CSS", "species": ["N", "C", "C", "O", "C", "S", "S", "H", "H", "H", "H", "H", "H", "H", "H", "H"], "positions_angstrom": [[-0.392, 1.167, 0.933], [-0.419, 0.493, -0.333], [-1.605, -0.387, -0.380], [-2.770, 0.330, -0.131], [0.834, -0.422, -0.498], [2.467, 0.598, -0.431], [3.460, -0.420, 1.075], [-1.265, 1.158, 1.381], [0.367, 0.574, 1.420], [-0.650, 1.321, -1.108], [-1.473, -1.283, 0.332], [-1.801, -0.847, -1.330], [-2.455, 1.207, 0.036], [0.625, -1.242, 0.224], [0.836, -0.917, -1.477], [4.242, -1.333, 0.285]], "lowdin_charge": [0.03, -0.52, -0.30, -0.04, -0.46, 0.40, 0.24, 0.05, 0.10, 0.17, 0.15, 0.12, 0.06, 0.09, 0.07, -0.14]}

---

9.
{"formula": "C3H9NS", "method": "wB97M-V/def2-TZVPD", "charge": 0, "energy_ha": -572.5353, "max_force_ev_per_a": 5.06, "smiles": "C=N.CCS", "species": ["C", "N", "H", "H", "H", "C", "C", "S", "H", "H", "H", "H", "H", "H"], "positions_angstrom": [[-0.475, -1.227, 1.946], [0.708, -0.918, 2.256], [-1.028, -2.223, 2.184], [-0.900, -0.678, 1.133], [1.203, 0.189, 1.995], [-1.486, 1.171, -0.428], [-0.702, 0.298, -1.416], [1.074, 0.178, -1.081], [-1.145, 2.231, -0.591], [-1.085, 0.829, 0.507], [-2.587, 0.985, -0.513], [-0.845, 0.707, -2.417], [-1.126, -0.720, -1.505], [1.441, 0.835, 0.043]], "lowdin_charge": [-0.19, -0.03, 0.10, -0.01, 0.13, -0.17, -0.64, 0.68, 0.09, 0.00, 0.09, 0.05, 0.07, -0.17]}

---

10.
{"formula": "C3H9NS", "method": "wB97M-V/def2-TZVPD", "charge": 0, "energy_ha": -572.5736, "max_force_ev_per_a": 5.74, "smiles": "CNCCS", "species": ["C", "N", "C", "C", "S", "H", "H", "H", "H", "H", "H", "H", "H", "H"], "positions_angstrom": [[-1.002, 1.882, -1.391], [-1.197, 0.324, -1.467], [-0.709, -0.329, -0.204], [0.597, 0.303, 0.252], [1.133, -1.105, 1.480], [0.085, 2.175, -1.506], [-1.782, 2.235, -2.100], [-1.109, 2.123, -0.282], [-0.736, -0.036, -2.207], [-0.683, -1.357, -0.579], [-1.520, -0.272, 0.541], [0.531, 1.148, 0.870], [1.322, 0.291, -0.623], [0.825, -2.029, 0.534]], "lowdin_charge": [-0.10, -0.12, -0.38, -0.47, 0.64, 0.07, 0.07, 0.08, 0.02, 0.09, 0.11, 0.04, 0.10, -0.15]}

---

11.
{"formula": "C3H9NS", "method": "wB97M-V/def2-TZVPD", "charge": 0, "energy_ha": -572.5874, "max_force_ev_per_a": 1.70, "smiles": "C/C=C\\N.S", "species": ["C", "C", "C", "N", "H", "H", "H", "H", "H", "H", "H", "S", "H", "H"], "positions_angstrom": [[0.617, 2.262, -1.882], [-0.461, 2.083, -0.819], [-0.743, 0.925, -0.230], [0.003, -0.261, -0.436], [0.644, 1.439, -2.631], [0.455, 3.191, -2.454], [1.610, 2.330, -1.445], [-1.086, 2.905, -0.495], [-1.533, 0.945, 0.509], [-0.410, -0.922, -1.113], [0.955, -0.087, -0.783], [0.209, -2.289, 1.611], [-0.381, -1.752, 2.668], [-0.102, -1.211, 0.603]], "lowdin_charge": [-0.10, -0.14, -0.20, -0.04, 0.08, 0.07, 0.07, 0.09, 0.11, 0.13, 0.12, 0.31, -0.29, -0.21]}

---

12.
{"formula": "C3H9NS", "method": "wB97M-V/def2-TZVPD", "charge": 0, "energy_ha": -572.5964, "max_force_ev_per_a": 2.40, "smiles": "C[C@@H](N)CS", "species": ["C", "C", "N", "C", "S", "H", "H", "H", "H", "H", "H", "H", "H", "H"], "positions_angstrom": [[1.410, 1.613, 0.443], [0.650, 0.325, 0.605], [-0.226, 0.273, 1.752], [-0.061, 0.248, -0.793], [-0.824, -1.358, -0.985], [1.695, 1.854, -0.649], [2.288, 1.496, 1.135], [0.793, 2.506, 0.655], [1.539, -0.218, 0.847], [-1.054, -0.325, 1.676], [-0.468, 1.133, 2.230], [-0.814, 1.025, -0.620], [0.664, 0.460, -1.544], [-1.872, -1.223, -1.771]], "lowdin_charge": [-0.11, -0.56, 0.02, -0.55, 0.72, 0.10, 0.10, 0.08, 0.11, 0.06, 0.07, 0.09, 0.05, -0.18]}

---

LUMO energy (computed, eV): 3.3409; 0.4893; 0.7972; 0.6290; 0.4658; 0.8101; 0.8358; 0.3729; 0.7746; 0.8875; 0.6229; 0.9664
HOMO energy (computed, eV): -4.414; -9.758; -8.933; -9.500; -8.655; -9.139; -8.954; -9.320; -9.064; -8.789; -8.259; -9.067